# 1
13
Properties=species:S:1:pos:R:3:lowdin_charge:R:1 method="wB97M-V/def2-TZVPD" orbital_gap_ev="7.53 / 7.53" homo_energy_ha="-0.3096 / -0.3097"
C 0.463 -0.079 0.555 -0.351
C 1.486 -1.144 0.444 -0.400
C 1.164 1.221 0.101 -0.583
C -0.695 -0.355 -0.487 -0.040
N 0.519 2.310 0.231 0.123
N 2.524 1.078 -0.212 -0.287
S 2.871 -0.536 -0.181 1.040
H 0.080 0.046 1.634 0.173
H 1.302 -2.257 0.376 0.099
H -0.346 -0.809 -1.372 0.064
H -1.222 -1.204 -0.137 0.059
H -1.330 0.473 -0.673 0.070
H 1.231 2.901 -0.156 0.034

---

# 2
15
Properties=species:S:1:pos:R:3:lowdin_charge:R:1 method="wB97M-V/def2-TZVPD" orbital_gap_ev=8.96 homo_energy_ha=-0.2912
C -1.267 -1.117 0.757 -0.071
C -0.621 -0.817 -0.542 -0.461
C -0.380 -1.755 -1.536 0.058
C 0.384 1.385 -0.429 -0.217
H -1.481 -2.255 0.651 0.098
H -0.669 -0.964 1.802 0.119
H -2.126 -0.304 0.685 0.125
H -0.625 -2.900 -1.469 0.093
H -0.230 -1.335 -2.530 0.053
H -0.066 2.411 -0.586 0.155
H 1.909 2.913 0.903 0.183
H 2.623 1.556 1.733 0.099
N 1.259 0.933 0.372 -0.060
N 1.762 1.761 1.171 -0.092
O -0.473 0.489 -0.981 -0.081

---

Across the entries above, energy relative to the best compared isomer or geometry (same formula, charge and spin) takes the values 2.775, 5.371 eV, respectively.
Across the entries above, F_max takes the values 2.50, 10.39 eV/Å, respectively.
Across the entries above, electronic energy takes the values -663.626542, -341.806260 a.u., respectively.